Entry 1:
Here is a single C24H24F3NO7 molecule from the Open Molecules 2025 dataset. Energies are from ωB97M-V with the def2-TZVPD basis set.

```
! wB97M-V def2-TZVPD RIJCOSX def2/J DEFGRID3
* xyz 0 1
C 3.72 -3.18 0.04
C -3.65 -1.82 -0.91
O -4.29 -1.34 -1.69
C 1.03 -2.61 -0.74
C 1.73 4.74 0.17
C 1.88 -1.51 -0.21
C 1.57 -3.72 -0.89
F 5.12 -4.85 0.96
C 3.21 -1.71 -0.17
C 1.44 -0.03 -0.27
C 2.81 -4.39 -0.41
C -5.95 -0.22 0.43
C 5.06 -3.49 0.54
O -0.40 -0.72 1.23
C 3.14 3.04 -0.59
N -2.48 -1.39 1.02
C -3.76 -1.38 0.40
C 2.21 2.06 -0.33
C -4.12 0.44 2.23
C 0.21 1.63 1.08
O 3.78 5.30 -0.94
H 0.15 -2.36 -1.14
H -3.22 0.74 2.17
C 1.03 2.46 0.56
H 4.48 7.07 -1.16
H 0.89 -4.55 -1.27
H 0.13 4.12 1.05
C -4.62 0.01 0.77
H -4.81 1.49 2.46
H 4.04 2.70 -1.20
C 0.75 -0.08 0.91
H 1.46 5.91 0.14
O -2.72 -2.93 -1.29
H 3.11 -5.26 -0.54
H 3.89 -1.09 0.26
C 3.82 6.49 -0.77
H -6.48 0.73 0.51
C -2.45 -3.12 -2.40
H 0.72 0.06 -0.87
H 1.54 -0.11 1.88
H -6.21 -0.89 1.11
H -4.29 -2.12 0.88
H -6.08 -0.74 -0.42
H -4.07 0.74 0.00
H -4.59 -0.21 2.94
O -0.88 1.79 1.44
C 3.05 4.46 -0.61
H -3.28 -3.38 -2.99
H -1.78 -4.01 -2.48
H 3.63 6.74 0.14
O 2.41 0.85 -0.30
C 0.91 3.71 0.61
C -1.37 -0.80 0.53
H -2.18 -1.85 2.12
H -1.87 -2.20 -3.05
F 5.48 -2.53 1.55
F 5.91 -3.51 -0.49
O -1.50 -0.04 -0.53
H 2.75 6.86 -1.44
*
```

Calculated values
energy	-1809.2055	Ha
ΔE to the lowest compared entry with this formula, charge and spin	15.5	kcal per mole

Entry 2:
Here is 2 unconnected molecules or ions with the total composition C3H11N2O from the Open Molecules 2025 dataset. Energies are from ωB97M-V with the def2-TZVPD basis set.

```
! wB97M-V def2-TZVPD RIJCOSX def2/J DEFGRID3
* xyz 1 1
C 1.70 -0.53 0.81
C 0.26 -0.40 1.42
N -1.99 -0.67 -1.40
H -2.17 0.29 -1.80
H -0.53 0.98 0.29
C -1.36 -0.91 -0.26
H 2.48 -0.62 1.64
H 2.15 0.31 0.31
N -0.76 -0.01 0.48
H 0.00 -1.24 2.18
O 0.39 2.11 -1.08
H 1.78 -1.51 0.19
H 0.52 2.85 -0.60
H -1.33 -1.92 0.06
H 0.21 0.53 1.85
H 0.85 2.12 -1.97
H -2.20 -1.36 -2.12
*
```

Calculated values
energy	-305.3846	Ha
ΔE to the lowest compared entry with this formula, charge and spin	42.8	kcal per mole

Entry 3:
Here is a single C6H8S molecule from the Open Molecules 2025 dataset. Energies are from ωB97M-V with the def2-TZVPD basis set.

```
! wB97M-V def2-TZVPD RIJCOSX def2/J DEFGRID3
* xyz 0 1
H -2.25 0.19 1.76
H 1.37 -1.95 0.57
C 1.66 0.08 -0.22
C -0.44 -0.68 0.51
S -3.11 0.37 -0.48
C -1.83 0.00 0.74
H -3.00 -0.82 -1.13
H 0.30 1.78 -1.09
H 2.08 0.09 -1.28
H 1.08 2.04 0.63
C 0.85 -1.29 -0.09
H 2.35 -0.03 0.67
C -0.52 0.65 0.49
C 0.72 1.33 -0.10
H 0.76 -1.77 -0.97
*
```

Calculated values
energy	-631.4397	Ha
ΔE to the lowest compared entry with this formula, charge and spin	95.0	kcal per mole